{
  "formula": "C29H62FN11O3P3S",
  "method": "ωB97M-V/def2-TZVPD",
  "charge": 1,
  "gap_ha": 0.2202,
  "energy_ha": -3491.7890,
  "lumo_energy_ha": -0.1303,
  "homo_ha": -0.351,
  "elements": ["C", "C", "C", "N", "C", "N", "C", "S", "C", "C", "C", "C", "F", "N", "C", "C", "C", "C", "N", "C", "C", "C", "O", "C", "P", "N", "H", "H", "H", "H", "H", "H", "H", "H", "H", "H", "H", "H", "H", "H", "H", "H", "H", "H", "H", "H", "H", "H", "H", "H", "H", "H", "O", "P", "N", "C", "C", "N", "C", "C", "N", "C", "C", "H", "H", "H", "H", "H", "H", "H", "H", "H", "H", "H", "H", "H", "H", "H", "H", "H", "H", "O", "P", "N", "C", "C", "N", "C", "C", "N", "C", "C", "H", "H", "H", "H", "H", "H", "H", "H", "H", "H", "H", "H", "H", "H", "H", "H", "H", "H"],
  "coordinates": [[0.268, -4.170, -0.562], [-0.732, -3.517, -0.527], [-2.003, -2.804, -0.628], [-1.958, -1.559, -1.419], [-1.061, -1.119, -2.353], [0.107, -1.796, -2.746], [-0.006, -2.577, -3.689], [-0.019, -3.473, -4.943], [-1.452, 0.102, -2.846], [-0.733, 0.900, -3.893], [-0.462, 2.395, -3.536], [-0.314, 2.675, -2.042], [0.109, 3.992, -1.924], [-2.638, 0.360, -2.190], [-3.479, 1.550, -2.430], [-4.683, 1.270, -3.378], [-6.045, 1.150, -2.629], [-7.176, 1.520, -3.597], [-8.542, 1.490, -3.066], [-8.655, 1.933, -1.676], [-9.218, 0.241, -3.308], [-8.767, -1.087, -2.707], [-10.211, 0.240, -3.981], [-2.929, -0.612, -1.320], [-4.332, -0.777, -0.141], [-3.886, -0.917, 1.361], [1.183, -4.646, -0.261], [-2.366, -2.629, 0.388], [-2.750, -3.459, -1.094], [0.217, 0.419, -4.125], [-1.358, 0.891, -4.793], [0.468, 2.697, -4.024], [-1.255, 3.004, -3.979], [-1.254, 2.621, -1.488], [0.461, 2.015, -1.637], [-3.796, 1.921, -1.451], [-2.889, 2.341, -2.884], [-4.495, 0.412, -4.029], [-4.772, 2.174, -3.991], [-6.101, 0.124, -2.256], [-5.957, 1.832, -1.776], [-7.144, 0.777, -4.409], [-6.995, 2.482, -4.093], [-8.077, 2.847, -1.527], [-8.262, 1.176, -0.972], [-9.710, 2.099, -1.451], [-7.696, -1.167, -2.507], [-9.098, -1.900, -3.355], [-9.306, -1.237, -1.764], [-5.066, -1.905, -0.585], [-5.167, 0.356, -0.223], [-2.872, -0.861, 1.416], [3.979, 5.153, -2.281], [4.104, 5.542, -0.823], [3.174, 6.982, -0.873], [3.398, 8.189, -0.111], [1.746, 6.732, -1.016], [5.823, 5.850, -0.864], [6.321, 7.119, -1.376], [6.568, 4.755, -1.484], [4.129, 5.483, 0.964], [5.241, 5.969, 1.762], [3.739, 4.147, 1.456], [3.097, 8.094, 0.943], [2.820, 9.007, -0.546], [4.433, 8.518, -0.147], [1.292, 6.436, -0.057], [1.566, 5.933, -1.735], [1.227, 7.617, -1.390], [5.831, 7.419, -2.311], [7.395, 7.062, -1.562], [6.203, 7.919, -0.643], [6.521, 4.790, -2.578], [6.171, 3.787, -1.166], [7.615, 4.793, -1.179], [6.151, 5.375, 1.646], [4.948, 5.937, 2.816], [5.471, 7.010, 1.545], [4.517, 3.398, 1.262], [2.821, 3.817, 0.956], [3.532, 4.167, 2.527], [2.375, -4.938, 2.421], [2.124, -5.847, 3.615], [2.782, -4.813, 4.816], [3.530, -5.208, 5.989], [1.925, -3.676, 5.129], [3.244, -7.089, 3.100], [4.674, -6.915, 3.324], [3.022, -7.496, 1.715], [1.427, -6.963, 4.830], [2.072, -8.197, 5.244], [0.006, -7.246, 4.539], [2.894, -5.635, 6.779], [4.036, -4.337, 6.409], [4.320, -5.918, 5.759], [1.098, -3.966, 5.794], [1.496, -3.255, 4.218], [2.496, -2.879, 5.608], [5.024, -5.911, 3.052], [5.243, -7.640, 2.740], [4.942, -7.114, 4.362], [3.457, -6.788, 1.000], [1.952, -7.573, 1.500], [3.459, -8.481, 1.538], [2.114, -8.951, 4.454], [1.507, -8.616, 6.081], [3.079, -8.023, 5.617], [-0.108, -7.884, 3.654], [-0.532, -6.310, 4.352], [-0.480, -7.731, 5.386]],
  "lowdin_charge": [0.158, -0.106, -0.126, 0.048, -0.188, 0.131, -0.753, 0.873, -0.116, -0.077, -0.150, -0.197, -0.044, 0.014, -0.099, -0.139, -0.221, -0.177, -0.140, -0.065, -0.472, 0.007, 0.131, -0.270, 0.792, -0.284, 0.049, 0.106, 0.144, 0.125, 0.132, 0.129, 0.110, 0.106, 0.134, 0.127, 0.104, 0.127, 0.117, 0.064, 0.095, 0.137, 0.130, 0.092, 0.083, 0.100, 0.051, 0.090, 0.094, 0.025, 0.015, -0.025, -0.289, 0.743, -0.324, -0.133, -0.145, -0.345, -0.129, -0.150, -0.304, -0.137, -0.148, 0.083, 0.086, 0.050, 0.081, 0.048, 0.083, 0.090, 0.082, 0.053, 0.079, 0.071, 0.082, 0.084, 0.090, 0.069, 0.077, 0.068, 0.077, -0.306, 0.758, -0.328, -0.132, -0.142, -0.347, -0.128, -0.154, -0.303, -0.135, -0.146, 0.084, 0.087, 0.051, 0.081, 0.066, 0.081, 0.090, 0.083, 0.054, 0.075, 0.070, 0.082, 0.085, 0.092, 0.068, 0.076, 0.073, 0.079]
}

***

{
  "formula": "C29H62O29",
  "method": "ωB97M-V/def2-TZVPD",
  "gap_ha": 0.3836,
  "energy_ha": -3324.0886,
  "smiles": "COC(=O)OC.COC(=O)OC.COC(=O)OC.COC(=O)OC.COC(=O)OC.COC(=O)OC.COC(=O)OC.COC(=O)OC.COC(=O)OC.CO.CO",
  "lumo_energy_ha": 0.0134,
  "homo_ha": -0.370,
  "elements": ["C", "O", "C", "O", "O", "C", "H", "H", "H", "H", "H", "H", "C", "O", "C", "O", "O", "C", "H", "H", "H", "H", "H", "H", "C", "O", "C", "O", "O", "C", "H", "H", "H", "H", "H", "H", "C", "O", "C", "O", "O", "C", "H", "H", "H", "H", "H", "H", "C", "O", "C", "O", "O", "C", "H", "H", "H", "H", "H", "H", "C", "O", "C", "O", "O", "C", "H", "H", "H", "H", "H", "H", "C", "O", "C", "O", "O", "C", "H", "H", "H", "H", "H", "H", "C", "O", "C", "O", "O", "C", "H", "H", "H", "H", "H", "H", "C", "O", "C", "O", "O", "C", "H", "H", "H", "H", "H", "H", "C", "O", "H", "H", "H", "H", "C", "O", "H", "H", "H", "H"],
  "coordinates": [[0.860, -0.759, -6.967], [1.851, -1.066, -5.907], [1.858, -0.218, -4.930], [1.133, 0.788, -4.927], [2.801, -0.469, -4.087], [2.927, 0.385, -2.901], [-0.085, -1.171, -6.700], [1.331, -1.226, -7.835], [0.805, 0.299, -7.204], [2.089, 1.059, -2.980], [3.875, 0.943, -2.973], [2.965, -0.319, -2.067], [3.354, -2.802, 0.951], [4.660, -3.108, 0.532], [5.098, -3.030, -0.773], [6.268, -3.215, -1.058], [4.083, -2.773, -1.621], [4.418, -3.020, -3.046], [2.709, -3.236, 0.192], [3.190, -1.733, 1.046], [3.252, -3.295, 1.882], [4.905, -3.993, -3.102], [5.046, -2.176, -3.297], [3.417, -2.924, -3.416], [3.178, 2.263, 1.075], [3.874, 1.012, 0.802], [5.203, 1.138, 0.639], [5.852, 2.047, 1.010], [5.690, 0.105, -0.016], [7.144, -0.013, 0.063], [2.909, 2.591, 0.064], [3.890, 2.987, 1.440], [2.343, 2.039, 1.723], [7.428, -0.185, 1.112], [7.643, 0.935, -0.307], [7.357, -0.819, -0.655], [-4.582, 0.163, -3.200], [-4.036, 0.652, -1.939], [-4.838, 0.712, -0.952], [-5.995, 0.374, -0.931], [-4.148, 1.161, 0.064], [-4.822, 1.363, 1.270], [-3.690, -0.405, -3.508], [-4.855, 0.982, -3.841], [-5.481, -0.408, -3.042], [-4.984, 0.437, 1.784], [-5.789, 1.853, 1.179], [-4.120, 2.048, 1.795], [-0.909, 5.120, 0.164], [-1.390, 6.057, 1.177], [-2.588, 5.863, 1.675], [-3.329, 4.986, 1.318], [-2.857, 6.651, 2.694], [-4.182, 6.603, 3.340], [-0.534, 4.218, 0.594], [-0.059, 5.599, -0.309], [-1.647, 4.956, -0.609], [-4.073, 7.467, 4.036], [-4.342, 5.669, 3.848], [-4.909, 6.919, 2.556], [-1.283, -5.780, 3.244], [-0.189, -6.226, 2.394], [0.670, -5.196, 2.089], [0.606, -4.066, 2.462], [1.600, -5.560, 1.193], [1.672, -6.902, 0.655], [-1.902, -5.167, 2.576], [-0.936, -5.209, 4.106], [-1.819, -6.699, 3.557], [2.226, -6.845, -0.326], [0.665, -7.301, 0.443], [2.209, -7.580, 1.284], [1.455, -0.360, 3.242], [0.796, 0.702, 2.547], [0.398, 0.386, 1.335], [0.647, -0.718, 0.781], [-0.184, 1.393, 0.784], [-0.591, 1.267, -0.627], [2.089, 0.202, 3.921], [1.926, -1.035, 2.554], [0.754, -0.844, 3.923], [-1.169, 0.336, -0.717], [0.301, 1.249, -1.231], [-1.253, 2.145, -0.771], [-1.915, 2.125, -4.892], [-0.974, 3.177, -5.252], [-0.534, 3.768, -4.161], [-0.875, 3.444, -3.022], [0.300, 4.737, -4.453], [0.890, 5.488, -3.403], [-1.361, 1.506, -4.222], [-2.150, 1.669, -5.848], [-2.758, 2.672, -4.437], [1.984, 5.358, -3.437], [0.494, 5.020, -2.499], [0.710, 6.536, -3.612], [-2.051, -1.332, 2.283], [-3.316, -2.142, 2.426], [-3.417, -2.673, 3.659], [-2.688, -2.489, 4.564], [-4.490, -3.481, 3.672], [-4.728, -4.125, 4.951], [-2.082, -0.503, 3.024], [-2.147, -0.958, 1.276], [-1.284, -2.069, 2.374], [-3.864, -4.642, 5.362], [-5.490, -4.836, 4.668], [-5.140, -3.426, 5.703], [-0.540, 4.121, 3.923], [0.584, 3.376, 3.527], [-0.312, 5.169, 3.607], [-1.405, 3.733, 3.331], [-0.647, 4.041, 5.027], [0.446, 2.453, 3.622], [-0.848, -3.877, -0.511], [-1.840, -4.614, 0.202], [-0.064, -4.583, -0.698], [-1.278, -3.643, -1.492], [-0.381, -3.068, 0.038], [-2.680, -4.200, 0.358]],
  "lowdin_charge": [0.016, 0.030, -0.655, 0.061, 0.008, 0.035, 0.086, 0.096, 0.092, 0.069, 0.108, 0.094, -0.049, -0.017, -0.558, 0.102, -0.053, 0.024, 0.093, 0.072, 0.083, 0.102, 0.095, 0.081, 0.019, -0.017, -0.664, 0.141, -0.010, -0.005, 0.103, 0.090, 0.070, 0.107, 0.110, 0.087, 0.012, 0.019, -0.692, 0.125, 0.004, -0.043, 0.106, 0.086, 0.086, 0.085, 0.100, 0.106, 0.005, 0.010, -0.685, 0.104, -0.020, 0.006, 0.077, 0.084, 0.092, 0.101, 0.086, 0.108, -0.023, -0.040, -0.597, 0.131, -0.027, -0.028, 0.078, 0.095, 0.104, 0.110, 0.099, 0.080, 0.009, -0.050, -0.654, 0.056, 0.010, 0.036, 0.104, 0.068, 0.104, 0.094, 0.082, 0.095, -0.015, 0.012, -0.617, 0.060, 0.018, -0.017, 0.073, 0.099, 0.106, 0.101, 0.069, 0.098, 0.025, -0.020, -0.659, 0.144, -0.012, -0.031, 0.118, 0.082, 0.074, 0.089, 0.087, 0.104, -0.149, -0.126, 0.093, 0.089, 0.088, 0.026, -0.117, -0.118, 0.065, 0.086, 0.062, 0.067]
}